No. 1
The following is a quantum chemistry calculation of an isolated molecule of C24H27N5O5S in a non-equilibrium geometry, from the Open Molecules 2025 dataset.

Computed properties:
E_LUMO in eV: 0.3
Relative energy (zero: lowest compared OMol25 entry of this formula, charge and spin) in kJ/mol: 215.14
Max |F| in eV/A: 1.55
SMILES string: COc1ccc(C(=O)NCc2nnc(SCC(=O)N3CCN(c4ccccc4)CC3)o2)cc1OC
Highest occupied orbital energy in eV: -7.763
Electronic energy in Eh: -1978.9126
Frontier orbital gap in eV: 8.03
Multiplicity: 1

Last column: Mulliken charge in e.
Element x y z (Å)
C (6.8584, -1.1216, -0.8985)  -0.92
O (6.4481, -2.4511, -0.7002)  -0.43
C (5.1320, -2.6977, -0.4730)  0.99
C (4.1330, -1.7385, -0.4324)  -0.87
C (2.8133, -2.0874, -0.1832)  -0.96
C (2.4767, -3.4155, 0.0260)  -0.19
C (1.0947, -3.8976, 0.2741)  0.53
O (0.7564, -5.0521, 0.0788)  -0.71
N (0.2281, -2.9825, 0.7877)  -0.19
C (-1.1748, -3.2973, 0.9077)  -0.69
C (-1.9625, -2.3819, 0.0493)  0.85
N (-3.0417, -1.7290, 0.3422)  -0.80
N (-3.3018, -0.9013, -0.6893)  -0.15
C (-2.3644, -1.0942, -1.5576)  0.45
S (-2.0192, -0.1671, -2.9878)  -0.25
C (-0.3783, 0.4164, -2.3854)  -1.20
C (-0.4419, 0.7199, -0.8947)  0.74
O (0.1547, -0.0086, -0.1100)  -0.65
N (-1.1653, 1.7700, -0.4888)  0.17
C (-1.9638, 2.6592, -1.3044)  -0.54
C (-3.4390, 2.5341, -0.8744)  -1.22
N (-3.6046, 2.8283, 0.5275)  0.07
C (-3.7926, 4.1342, 0.9676)  0.95
C (-3.7584, 5.2358, 0.1071)  -0.40
C (-4.0106, 6.5127, 0.5742)  -0.80
C (-4.2973, 6.7366, 1.9079)  -0.47
C (-4.3466, 5.6538, 2.7704)  -0.66
C (-4.1050, 4.3759, 2.3110)  -0.22
C (-2.8180, 1.9045, 1.3136)  -0.86
C (-1.3322, 2.0184, 0.9320)  -0.78
O (-1.4906, -2.0400, -1.1660)  -0.21
C (3.4752, -4.3925, -0.0346)  -0.35
C (4.7918, -4.0573, -0.2739)  0.95
O (5.8259, -4.9374, -0.3394)  -0.43
C (5.5431, -6.3043, -0.1621)  -0.91
H (7.9361, -1.1667, -1.0469)  0.24
H (6.6395, -0.4970, -0.0260)  0.36
H (6.3901, -0.6823, -1.7858)  0.36
H (4.3711, -0.6994, -0.5962)  0.39
H (2.0697, -1.3059, -0.1813)  0.50
H (0.4847, -2.0066, 0.8205)  0.21
H (-1.5315, -3.1985, 1.9375)  0.31
H (-1.2848, -4.3409, 0.5827)  0.43
H (-0.1153, 1.2829, -2.9883)  0.55
H (0.3483, -0.3814, -2.5443)  0.49
H (-1.8657, 2.4280, -2.3618)  0.32
H (-1.6142, 3.6832, -1.1264)  0.39
H (-4.0691, 3.1855, -1.4778)  0.52
H (-3.7626, 1.4994, -1.0332)  0.39
H (-3.5319, 5.1142, -0.9408)  0.22
H (-3.9728, 7.3422, -0.1174)  0.36
H (-4.4864, 7.7356, 2.2691)  0.39
H (-4.5856, 5.8044, 3.8131)  0.37
H (-4.1852, 3.5514, 3.0022)  0.41
H (-2.9235, 2.1054, 2.3769)  0.39
H (-3.1741, 0.8900, 1.1103)  0.31
H (-0.7321, 1.2912, 1.4795)  0.44
H (-0.9741, 3.0298, 1.1557)  0.33
H (3.1706, -5.4160, 0.1136)  0.56
H (6.4988, -6.8161, -0.2624)  0.22
H (4.8505, -6.6742, -0.9248)  0.37
H (5.1269, -6.5034, 0.8307)  0.36

=====

No. 2
The following is a quantum chemistry calculation of a structure of composition C30H25F3N2P2SbSe4V in a non-equilibrium geometry, from the Open Molecules 2025 dataset.

Computed properties:
E_LUMO (alpha / beta) in eV: -1.0 / -0.9
Relative energy (zero: lowest compared OMol25 entry of this formula, charge and spin) in kJ/mol: 237.48
Max |F| in eV/A: 3.97
Highest occupied orbital energy (alpha / beta) in eV: -6.993 / -7.217
Electronic energy in Eh: -13040.0622
Frontier orbital gap (alpha / beta) in eV: 6.04 / 6.34
Multiplicity: 3

Last column: Mulliken charge in e.
Element x y z (Å)
V (0.1364, -0.5207, 1.2663)  0.66
Se (1.3078, -2.5386, 5.2826)  -0.55
Sb (1.7979, -0.4364, 4.2198)  0.57
Se (2.3293, -0.7300, 1.6756)  -0.64
Se (-0.5072, 0.3769, 3.1687)  -0.61
Se (3.0640, 1.3242, 5.2351)  -0.57
N (-0.1688, 1.4605, -1.0156)  -0.07
P (0.4289, 1.8076, 0.5507)  0.82
C (-0.3287, 3.4567, 0.7581)  0.61
C (-1.6978, 3.6165, 0.5547)  -0.36
C (-2.2621, 4.8782, 0.5572)  -0.88
C (-1.4644, 5.9910, 0.7670)  -0.52
C (-0.1078, 5.8363, 0.9955)  -0.79
C (0.4599, 4.5768, 1.0053)  -0.37
C (2.1936, 2.2200, 0.4921)  0.60
C (2.7538, 2.4658, 1.7516)  -0.38
C (4.1212, 2.5958, 1.8966)  -0.81
C (4.9336, 2.4689, 0.7769)  -0.61
C (4.3837, 2.2348, -0.4740)  -0.72
C (3.0112, 2.1021, -0.6221)  -0.57
P (0.0741, -0.2374, -1.2779)  0.91
C (-0.2234, -0.1830, -3.0727)  0.01
C (-1.4787, 0.1721, -3.5533)  -0.32
C (-1.6539, 0.3864, -4.9064)  -0.76
C (-0.5775, 0.2608, -5.7719)  -0.44
C (0.6712, -0.1004, -5.2935)  -0.70
C (0.8520, -0.3225, -3.9399)  -0.25
C (-1.5286, -0.8922, -0.6671)  -0.06
C (-2.2970, -0.2365, 0.2960)  0.85
C (-3.3872, -0.8581, 0.8864)  -0.85
C (-3.7137, -2.1583, 0.5343)  -0.59
C (-2.9670, -2.8192, -0.4321)  -0.78
C (-1.8847, -2.1968, -1.0279)  -0.44
H (0.1467, 2.0616, -1.7775)  0.48
H (-2.3414, 2.7654, 0.3686)  0.35
H (-3.3226, 4.9891, 0.3785)  0.43
H (-1.9031, 6.9762, 0.7538)  0.39
H (0.5214, 6.6998, 1.1501)  0.43
H (1.5190, 4.4707, 1.1876)  0.36
H (2.1016, 2.5491, 2.6229)  0.71
H (4.5359, 2.7523, 2.8847)  0.37
H (6.0049, 2.5229, 0.8898)  0.40
H (5.0192, 2.1233, -1.3419)  0.42
H (2.5910, 1.8931, -1.6005)  0.28
H (-2.3058, 0.2923, -2.8630)  0.41
H (-2.6313, 0.6534, -5.2817)  0.41
H (-0.7132, 0.4495, -6.8252)  0.40
H (1.5063, -0.2096, -5.9683)  0.42
H (1.8277, -0.5888, -3.5507)  0.43
H (-2.0798, 0.7993, 0.5534)  -0.31
H (-3.9684, -0.3201, 1.6241)  0.47
H (-4.5409, -2.6600, 1.0146)  0.43
H (-3.2262, -3.8305, -0.7069)  0.48
H (-1.3084, -2.7157, -1.7876)  0.50
F (0.6233, -7.3303, 1.4392)  -0.25
C (-0.4714, -6.6442, 1.0832)  0.73
F (-1.4938, -7.1417, 1.7890)  -0.27
F (-0.7050, -6.9662, -0.2077)  -0.27
C (-0.3144, -5.1605, 1.2510)  0.49
C (0.3615, -4.4385, 0.2669)  -1.16
C (0.4444, -3.0759, 0.3959)  -0.66
N (-0.0794, -2.3880, 1.4232)  1.09
C (-0.6749, -3.0964, 2.3999)  -0.44
C (-0.8228, -4.4678, 2.3484)  -1.31
H (0.8118, -4.9279, -0.5833)  0.51
H (0.9677, -2.5121, -0.3743)  0.80
H (-1.0300, -2.5460, 3.2727)  0.60
H (-1.3201, -4.9792, 3.1550)  0.53

=====

No. 3
The following is a quantum chemistry calculation of a cluster of 4 separate species, C33H39F24N4O6S in total in a non-equilibrium geometry, from the Open Molecules 2025 dataset.

Computed properties:
E_LUMO in eV: -4.5
Max |F| in eV/A: 9.48
Highest occupied orbital energy in eV: -11.495
Net charge: +1
Electronic energy in Eh: -4745.3597
Frontier orbital gap in eV: 7.02
Multiplicity: 1

Last column: Mulliken charge in e.
Element x y z (Å)
C (-6.1841, 3.1119, -2.5221)  -0.84
C (-5.7256, 2.4810, -1.0576)  -0.25
C (-4.5001, 3.2942, -0.3333)  -0.51
O (-3.2466, 3.3492, -1.1026)  -0.30
C (-2.9819, 2.0992, -1.8324)  -0.38
N (-1.5166, 2.0796, -2.3118)  0.37
C (-0.4766, 1.0810, -1.7999)  0.54
C (-0.8311, -0.0741, -0.6773)  -1.25
C (1.0932, 1.0553, -2.3764)  0.11
C (2.2098, -0.0379, -1.8735)  -0.89
C (3.4989, 0.6019, -1.0873)  0.31
C (3.1931, 1.0793, 0.4599)  -0.58
C (1.5253, 2.1696, -3.5052)  0.45
C (3.0569, 2.2998, -4.1528)  0.15
O (3.4423, 1.5077, -5.1590)  -0.54
O (3.9310, 3.3521, -3.5409)  -0.11
N (3.1885, 4.2443, -2.8608)  -0.14
C (3.8470, 4.7410, -1.7617)  0.39
C (5.3729, 5.3953, -1.8578)  -0.84
C (3.1737, 4.7477, -0.2324)  -0.94
C (0.3239, 3.2187, -4.0086)  0.25
N (0.7673, 4.2107, -5.1010)  -0.51
C (-1.1947, 3.1328, -3.3928)  -0.18
N (-2.2633, 4.0862, -3.9166)  -0.36
C (-1.8997, 5.4089, -3.6820)  0.29
S (-1.3895, 7.0286, -4.0352)  -0.03
H (-7.3110, 3.4265, -2.4832)  0.30
H (-6.0603, 2.3128, -3.4004)  0.25
H (-5.5539, 4.0808, -2.7786)  0.19
H (-6.6767, 2.6152, -0.3499)  0.38
H (-5.5562, 1.3003, -1.1036)  0.14
H (-4.3614, 2.9133, 0.7852)  0.26
H (-4.8723, 4.4230, -0.2220)  0.30
H (-3.6214, 2.0557, -2.8396)  0.16
H (-3.2803, 1.1455, -1.2235)  0.21
H (0.0915, -0.2065, 0.0534)  0.25
H (-1.7567, 0.1721, -0.0027)  0.44
H (-0.9442, -1.0895, -1.2830)  0.35
H (2.6408, -0.5760, -2.8442)  0.42
H (1.7852, -0.9004, -1.1965)  0.30
H (4.3085, -0.2677, -1.0036)  0.36
H (4.0319, 1.4829, -1.6457)  -0.20
H (2.0494, 1.1979, 0.7121)  0.21
H (3.7328, 2.1184, 0.6054)  -0.12
H (3.7153, 0.3212, 1.2190)  0.26
H (5.8367, 5.3981, -0.7662)  0.29
H (6.0616, 4.7216, -2.5489)  0.22
H (5.3269, 6.5063, -2.2340)  0.32
H (2.9191, 5.8331, 0.1246)  0.38
H (3.9339, 4.2990, 0.5503)  0.26
H (2.1556, 4.1434, -0.2220)  0.18
H (0.9664, 5.1076, -4.6041)  0.27
H (-0.1187, 4.3946, -5.6592)  0.43
C (-2.9672, -5.4635, 1.4675)  -0.95
C (-2.0612, -4.2251, 1.5401)  1.12
C (-2.7932, -2.9089, 1.7747)  0.43
F (-3.6579, -2.6154, 0.7772)  -0.27
F (-1.9109, -1.8738, 1.8260)  -0.31
F (-1.2874, -4.1706, 0.4232)  -0.30
F (-1.1926, -4.4215, 2.5821)  -0.31
O (-3.3079, -5.9156, 0.1536)  -0.46
C (-4.4272, -5.2631, -0.4456)  0.79
C (-4.0513, -4.4872, -1.7136)  0.15
F (-3.1272, -3.5268, -1.4566)  -0.17
F (-5.1338, -3.8521, -2.2384)  -0.26
F (-5.0456, -4.4940, 0.4814)  -0.27
F (-5.3070, -6.2532, -0.7566)  -0.30
H (-2.3923, -6.2942, 1.8968)  0.49
H (-3.8478, -5.3800, 2.1144)  0.52
H (-3.3421, -2.9208, 2.7199)  -0.01
H (-3.6411, -5.1546, -2.4760)  0.24
C (7.7948, 1.4459, -2.1588)  -0.70
C (9.2415, 1.8999, -2.4049)  0.88
C (10.2908, 0.8045, -2.2553)  0.09
F (10.3244, 0.2907, -1.0048)  -0.21
F (11.5361, 1.2997, -2.4933)  -0.28
F (9.5183, 2.9650, -1.6061)  -0.27
F (9.3020, 2.3757, -3.6890)  -0.34
O (7.2658, 1.7140, -0.8569)  -0.27
C (7.5692, 0.7369, 0.1385)  0.57
C (8.4225, 1.3007, 1.2811)  0.24
F (9.6079, 1.7830, 0.8287)  -0.21
F (8.7198, 0.3360, 2.1928)  -0.27
F (8.1262, -0.3463, -0.4528)  -0.27
F (6.3682, 0.3211, 0.6241)  -0.26
H (7.1641, 2.0401, -2.8327)  0.42
H (7.6202, 0.4090, -2.4678)  0.32
H (10.1199, -0.0108, -2.9629)  0.29
H (7.9027, 2.1126, 1.7964)  0.23
C (-6.5641, -5.6641, 5.1936)  -0.68
C (-7.0380, -5.4713, 6.6420)  0.84
C (-7.3517, -4.0302, 7.0268)  0.10
F (-6.2693, -3.2249, 6.9339)  -0.20
F (-7.7639, -3.9603, 8.3221)  -0.28
F (-6.1282, -6.0243, 7.4879)  -0.27
F (-8.1815, -6.2118, 6.7941)  -0.33
O (-5.1493, -5.7592, 5.0036)  -0.38
C (-4.4634, -4.5125, 4.8898)  0.56
C (-3.4566, -4.2849, 6.0239)  0.28
F (-4.0621, -4.2915, 7.2387)  -0.23
F (-2.8467, -3.0752, 5.9020)  -0.26
F (-5.3689, -3.5122, 4.7776)  -0.31
F (-3.8095, -4.5599, 3.6976)  -0.31
H (-6.9449, -6.6414, 4.8699)  0.44
H (-7.0246, -4.9505, 4.5009)  0.32
H (-8.1492, -3.6159, 6.4046)  0.29
H (-2.6859, -5.0600, 6.0270)  0.27

=====

No. 4
The following is a quantum chemistry calculation of a structure of composition C16H44InO7S5, from the Open Molecules 2025 dataset.

Computed properties:
E_LUMO in eV: 1.8
Max |F| in eV/A: 0.75
Highest occupied orbital energy in eV: -3.916
Net charge: -1
Electronic energy in Eh: -3343.5550
Frontier orbital gap in eV: 5.73
Multiplicity: 1

Last column: Mulliken charge in e.
Element x y z (Å)
C (3.8321, -1.9025, 2.4192)  -0.83
C (2.6643, -1.1941, 1.7820)  0.61
O (2.7543, -0.5116, 0.7758)  -0.65
O (1.5167, -1.4189, 2.4364)  -0.25
C (0.6240, -0.2844, 2.5297)  -0.15
C (-0.6757, -0.6887, 3.2130)  -0.67
C (-1.8331, -0.7715, 2.2196)  -0.16
C (-1.9263, -1.9853, 1.2779)  -0.88
In (-1.3503, -4.0164, 2.0411)  0.41
H (3.8354, -2.9408, 2.0956)  0.29
H (4.7624, -1.4163, 2.1561)  0.34
H (3.6709, -1.9179, 3.4924)  0.21
H (1.1499, 0.4805, 3.1028)  0.41
H (0.4241, 0.1324, 1.5487)  -0.04
H (-0.5379, -1.5763, 3.8271)  0.35
H (-0.9075, 0.1315, 3.9000)  0.37
H (-2.7867, -0.6334, 2.7310)  0.42
H (-1.7081, 0.1291, 1.6029)  -0.36
H (-2.9753, -2.0870, 1.0186)  0.51
H (-1.4050, -1.7867, 0.3396)  0.16
H (-2.4844, -4.6358, 3.2787)  -0.38
H (0.3186, -4.1503, 2.6688)  -0.41
H (-1.4407, -5.1330, 0.6176)  -0.37
C (-6.2736, -1.5802, -2.6128)  -0.96
S (-4.7337, -2.2070, -1.9139)  0.51
O (-4.3684, -1.3131, -0.7939)  -0.51
C (-3.6987, -1.7386, -3.3082)  -0.63
H (-7.0558, -1.7312, -1.8720)  0.33
H (-6.1715, -0.5160, -2.8293)  0.22
H (-6.5161, -2.1349, -3.5200)  0.38
H (-3.7716, -0.6628, -3.4731)  -0.03
H (-4.0129, -2.2875, -4.1967)  0.41
H (-2.6740, -2.0034, -3.0567)  0.30
C (8.5016, -3.4874, 4.3248)  -0.92
S (6.7858, -3.4506, 4.8669)  0.46
O (5.9598, -3.8732, 3.7128)  -0.55
C (6.6651, -1.6590, 4.9678)  -0.91
H (8.7716, -4.5273, 4.1548)  0.31
H (8.6030, -2.9240, 3.3971)  0.30
H (9.1387, -3.0653, 5.1025)  0.35
H (6.8937, -1.2223, 3.9957)  0.27
H (7.3553, -1.2908, 5.7275)  0.40
H (5.6440, -1.4117, 5.2495)  0.29
C (1.4211, 2.5439, -2.7379)  -0.47
S (1.6089, 0.8480, -3.2959)  0.33
O (0.5541, 0.6496, -4.3380)  -0.61
C (1.0207, 0.0665, -1.7938)  -0.58
H (1.7057, 3.2029, -3.5572)  0.39
H (0.3809, 2.7215, -2.4653)  -0.20
H (2.0737, 2.7223, -1.8830)  0.39
H (0.0158, 0.4261, -1.5701)  0.10
H (1.6983, 0.2846, -0.9682)  0.29
H (1.0001, -1.0077, -1.9621)  0.45
C (-4.1920, 3.1198, -4.4987)  -1.12
S (-2.5113, 2.6879, -4.0266)  0.79
O (-2.0238, 3.7827, -3.1370)  -0.69
C (-1.7661, 2.9443, -5.6348)  -1.03
H (-4.8142, 3.0510, -3.6088)  0.32
H (-4.2159, 4.1380, -4.8884)  0.36
H (-4.5468, 2.4136, -5.2492)  0.36
H (-1.9431, 3.9704, -5.9602)  0.38
H (-2.1913, 2.2348, -6.3440)  0.35
H (-0.6996, 2.7559, -5.5291)  0.26
C (-2.3241, 2.8887, 0.2787)  -0.86
S (-0.5425, 3.0808, 0.3579)  0.78
O (-0.1039, 2.6477, 1.7063)  -0.67
C (-0.5462, 4.8789, 0.3343)  -1.12
H (-2.5447, 1.8231, 0.3284)  0.13
H (-2.7831, 3.3990, 1.1260)  0.42
H (-2.6814, 3.2990, -0.6673)  0.31
H (-1.1227, 5.2529, 1.1810)  0.36
H (-0.9760, 5.2219, -0.6076)  0.33
H (0.4856, 5.2158, 0.4131)  0.33

=====

- Among the records above, which one has the lowest electronic energy?
  C30H25F3N2P2SbSe4V

=====

- The highest multiplicity belongs to which entry?
  C30H25F3N2P2SbSe4V

=====

- Which value of multiplicity does entry 1 give?
  1